[1]
A structure of composition C20H30AuBrN3O2S4SbSi. Source: the Open Molecules 2025 dataset; level of theory: ωB97M-V/def2-TZVPD.

## Properties
expectation value of S²	2.01
lowest unoccupied orbital energy (spin up / spin down)	3.60 / 3.59	eV
spin multiplicity	3
charge	-2
HOMO energy (spin up / spin down)	1.1769 / -0.4232	eV
orbital gap (spin up / spin down)	2.424 / 4.015	eV

```
63
Properties=species:S:1:pos:R:3:forces:R:3
Au -1.0940 1.2705 -1.0950 0.257 1.189 -0.710
S -2.9712 4.5419 -0.2335 -1.710 -0.258 0.363
Sb 0.0605 4.0503 -0.3509 2.888 -0.008 0.116
S 0.3922 2.7064 -2.3508 -0.418 -0.512 -0.111
S -1.9951 3.5630 1.2695 -0.745 -0.041 0.563
S -1.4080 5.5907 -1.1983 -0.574 1.428 -0.778
C -1.6862 -2.6226 1.0138 0.214 -0.299 1.361
Si -1.7007 -0.7267 1.5239 0.549 0.169 -4.035
C -2.6963 -0.1251 2.8836 -2.192 0.523 1.317
C 0.0604 -0.3163 1.9209 1.258 -0.652 -0.434
N -2.2924 0.0199 -0.0074 -0.902 -0.917 1.886
C -3.6680 0.0474 -0.1008 -0.279 -0.967 -1.077
C -4.3033 0.9319 -1.0626 -0.332 -0.086 1.233
C -5.6885 1.0355 -1.0694 -0.185 -0.193 -0.191
C -6.5285 0.2108 -0.2899 -0.550 0.714 0.217
C -5.9748 -0.7070 0.5503 2.657 -0.724 0.026
C -4.5464 -0.8970 0.5796 -0.980 1.122 -0.733
H -1.8686 -3.1450 2.0070 0.021 -0.081 -1.258
H -0.7256 -3.0303 0.5733 -0.905 0.703 0.772
H -2.4943 -2.8101 0.2789 0.317 -0.043 0.608
H -2.1352 -0.1820 3.7867 0.603 0.007 0.947
H -3.6346 -0.6541 3.0750 0.138 -0.157 -0.079
H -3.0360 0.9300 2.7778 0.598 -0.514 -0.376
H 0.3409 -0.6247 2.9289 -0.231 0.111 0.345
H 0.4036 0.7020 1.7670 -0.374 0.333 0.104
H 0.7468 -0.9220 1.3002 -0.322 0.135 -0.105
H -3.6353 1.5918 -1.6459 -0.578 -0.326 0.355
H -6.2195 1.7772 -1.6616 0.445 0.030 -0.254
H -7.6220 0.3214 -0.2441 0.513 0.285 -0.333
H -6.5821 -1.2962 1.2159 -0.234 -0.379 -0.012
H -4.1650 -1.8088 1.0457 0.004 0.616 0.223
Br 6.4035 5.3253 2.8992 -0.745 -0.659 -0.038
C 5.7897 3.6264 2.2300 -0.058 -2.217 -0.739
C 6.8151 2.7621 1.7630 0.601 1.648 0.926
C 6.5626 1.5979 1.1098 -0.762 -2.252 -0.195
C 5.2564 1.1744 0.8253 0.208 1.621 0.705
C 4.2245 1.9858 1.3148 0.179 0.077 -0.865
C 4.4676 3.1307 2.0954 0.502 2.187 -0.111
C 2.8408 1.8220 0.7622 -2.878 0.119 1.173
O 2.7696 0.8743 -0.1914 -1.007 0.927 0.546
O 1.8668 2.4584 1.2250 2.780 -1.863 -1.153
H 7.8555 3.0413 1.9420 -0.284 0.029 -0.069
H 7.3254 0.8420 0.8945 0.241 0.798 -0.138
H 5.0813 0.3284 0.1833 -0.250 -0.096 0.092
H 3.6161 3.7846 2.3940 0.588 -0.828 -0.304
C 1.3516 -2.2306 -3.6083 0.071 0.041 -0.388
C 0.7646 -2.5793 -2.2260 -0.660 0.390 0.754
C 1.8902 -3.0602 -1.2497 -1.288 -0.917 -0.836
C -0.3098 -3.6872 -2.3028 -0.120 0.575 -1.292
N 0.0636 -1.4559 -1.6647 -1.719 -0.727 0.286
N 0.5805 -0.2302 -1.5387 1.900 0.300 -0.108
H 1.6186 -3.2031 -4.0433 0.036 0.229 -0.245
H 2.3154 -1.6658 -3.5012 -0.975 -0.226 -0.164
H 0.6309 -1.7000 -4.3180 0.920 -0.601 1.179
H 2.5990 -3.5538 -1.9029 0.413 -0.743 0.297
H 1.3990 -3.7504 -0.5072 0.932 0.650 -0.559
H 2.4124 -2.2518 -0.7860 0.066 0.687 0.434
H 0.1814 -4.5396 -2.7367 0.009 -0.704 -0.316
H -1.1696 -3.3759 -2.9523 0.798 -0.212 0.464
H -0.7151 -3.9948 -1.3469 0.073 0.215 0.311
H -0.7063 -1.7027 -1.0021 1.161 0.776 -0.632
H 1.0877 0.0541 -2.4179 -0.669 -0.431 0.688
H 1.7982 0.7507 -0.5302 0.983 -0.002 0.343
```
Positions in Å, forces in eV/Å.

---

[2]
An isolated molecule of C5H11N3. Source: the Open Molecules 2025 dataset; level of theory: ωB97M-V/def2-TZVPD.

## Properties
lowest unoccupied orbital energy	0.93	eV
SMILES	[H]/N=C\NN(C)C1CC1
HOMO energy	-9.2656	eV
orbital gap	10.194	eV

```
19
Properties=species:S:1:pos:R:3:forces:R:3
H -1.7437 -0.3673 -1.5157 -2.264 -1.955 2.614
N -2.4864 -0.8301 -0.7251 0.386 0.616 -5.337
C -2.1082 -0.4533 0.3584 2.728 2.329 6.752
N -0.8178 0.1007 0.7195 -3.680 1.462 0.661
N 0.1146 0.5695 -0.2961 0.560 -1.478 3.697
C 0.0421 1.9907 -0.2468 -1.742 -1.340 0.741
C 1.2374 -0.0095 0.4418 2.747 -3.834 2.911
C 1.3262 -1.4326 -0.1416 1.539 1.653 1.392
C 2.5508 -0.3151 -0.2758 -1.841 -1.351 0.539
H -2.5424 -0.4334 1.5869 -0.031 -0.925 -3.866
H -1.0509 0.8526 1.4902 1.103 -1.651 -1.905
H -0.8504 2.0595 -0.8784 -0.327 1.761 0.953
H 0.8446 2.3546 -0.7410 2.555 1.473 -1.758
H 0.1692 2.2191 0.8269 -0.950 1.119 -0.484
H 1.3389 -0.2226 1.7283 -0.859 1.790 -3.747
H 1.4825 -2.2046 0.6387 -0.246 0.340 -1.043
H 0.5076 -1.4854 -0.9009 1.513 -0.709 0.387
H 3.6421 -0.4704 0.2807 -3.332 0.679 -1.984
H 2.2386 0.1355 -1.2197 2.142 0.023 -0.525
```
Positions in Å, forces in eV/Å.

---

[3]
A cluster of 2 separate species, C4H13N2O in total. Source: the Open Molecules 2025 dataset; level of theory: ωB97M-V/def2-TZVPD.

## Properties
lowest unoccupied orbital energy	-7.63	eV
charge	+1
HOMO energy	-12.2699	eV
orbital gap	4.638	eV

```
20
Properties=species:S:1:pos:R:3:forces:R:3
C -2.8858 0.4816 -0.4602 -2.134 -1.665 -1.010
O -3.7717 -0.5496 -1.2177 2.045 2.098 2.068
C -1.8078 -0.2589 0.3393 -0.422 -1.829 0.989
C -0.8912 0.5958 1.1083 0.850 -1.123 1.870
C 0.3391 1.0665 0.4860 1.049 2.362 0.249
N 1.3184 -0.1167 0.4071 -2.270 -0.365 2.601
N 4.4317 -0.6812 -0.8322 0.619 2.943 -1.188
H -2.4994 1.1529 -1.2103 0.161 0.271 -0.064
H -3.4788 0.9904 0.3187 -0.295 -0.113 -0.921
H -3.2455 -1.3600 -1.2927 -0.205 0.185 -0.156
H -1.2752 -0.9599 -0.2903 0.968 0.567 -0.965
H -0.9772 0.7526 2.2429 -0.346 -0.225 -1.681
H -2.3584 -1.0494 0.9053 0.112 1.240 0.629
H 0.0765 1.2896 -0.5150 0.126 0.509 -1.246
H 0.8198 1.9921 0.9851 -0.836 -1.657 -0.708
H 5.4263 -0.6890 -0.7839 0.573 0.020 0.026
H 1.9344 -0.0661 1.2522 -0.283 0.124 -0.891
H 0.6343 -0.8596 0.7100 1.529 -0.368 -0.811
H 4.1369 -0.2490 -1.7352 -0.086 -1.435 1.382
H 4.0735 -1.4822 -0.4176 -1.156 -1.541 -0.173
```
Positions in Å, forces in eV/Å.

---

no.,F_max (eV Å⁻¹)
1,4.08
2,7.65
3,3.59